Record 1
This record from OMol25 describes C41H43Ge2P2PtS as an isolated structure. The level of theory is wB97M-V/def2-TZVPD.

Each line ends with the Mulliken spin population.
Positions of all 90 atoms, in Å:
Pt -0.31818 -1.15809 -0.43164  0.4778
C 1.95880 -2.37424 -2.37439  0.0107
C 1.73692 -1.02946 -3.06926  -0.0011
P 0.36684 -0.06748 -2.26035  0.1555
C 1.13007 1.58277 -2.29037  0.0004
C 1.93196 1.93067 -1.21129  0.0258
C 2.69832 3.08692 -1.25198  -0.0073
C 2.65850 3.90917 -2.36790  0.0037
C 1.84702 3.57249 -3.44586  -0.0018
C 1.09156 2.41034 -3.41253  -0.0063
C -0.93514 0.04079 -3.52725  -0.1152
C -1.86119 1.08179 -3.44934  0.0689
C -2.93313 1.13960 -4.32372  -0.0082
C -3.09955 0.15010 -5.28580  0.0195
C -2.19001 -0.89265 -5.36517  -0.0104
C -1.11422 -0.94746 -4.48853  0.0412
P 1.70327 -2.17247 -0.57532  0.1467
C 3.09248 -1.15052 0.01877  0.0268
C 4.24399 -0.90913 -0.72546  0.0021
C 5.22335 -0.04661 -0.25033  -0.0004
C 5.06462 0.56994 0.98126  0.0031
C 3.92748 0.31690 1.74129  0.0039
C 2.94793 -0.53453 1.26191  0.0087
C 1.99907 -3.82151 0.09535  -0.0390
C 3.27478 -4.36391 0.23174  0.0046
C 3.42825 -5.64642 0.73292  0.0010
C 2.31225 -6.38848 1.10137  0.0033
C 1.04065 -5.84811 0.97663  -0.0015
C 0.88266 -4.56036 0.48048  -0.0032
H 2.93586 -2.80349 -2.61305  0.0003
H 1.20700 -3.10778 -2.67297  -0.0007
H 1.55857 -1.15004 -4.13812  0.0014
H 2.61910 -0.40097 -2.96797  -0.0007
H 1.94199 1.30586 -0.32965  0.0154
H 3.31562 3.34885 -0.40081  0.0005
H 3.25124 4.81495 -2.39633  0.0004
H 1.80432 4.21503 -4.31657  -0.0002
H 0.46850 2.15499 -4.26178  0.0019
H -1.74009 1.85366 -2.69856  -0.0041
H -3.64372 1.95312 -4.24927  -0.0009
H -3.93909 0.19150 -5.96824  0.0018
H -2.31977 -1.67045 -6.10692  -0.0004
H -0.42642 -1.78194 -4.55455  0.0043
H 4.38023 -1.38216 -1.68980  0.0002
H 6.10707 0.14792 -0.84470  -0.0001
H 5.82536 1.24630 1.35040  0.0002
H 3.80326 0.79693 2.70407  -0.0001
H 2.04381 -0.70979 1.83624  0.0093
H 4.14850 -3.78162 -0.04225  0.0041
H 4.41968 -6.06720 0.84256  0.0004
H 2.43819 -7.38832 1.49716  0.0001
H 0.17304 -6.42045 1.27847  -0.0007
H -0.10282 -4.11086 0.40665  -0.0116
S -2.21309 -1.93932 0.63209  0.1516
C -3.26685 -1.53677 4.42482  0.0029
Ge -1.73959 -0.42856 3.89233  -0.0083
C -1.58922 1.06733 5.15494  -0.0004
C -0.12795 -1.54302 4.02789  -0.0013
Ge -2.03460 0.08153 1.55283  0.0191
C -3.76114 0.93921 1.19822  -0.0056
C -4.47052 0.63469 0.03786  0.0131
C -5.65734 1.29119 -0.26383  -0.0007
C -6.15500 2.25482 0.60336  0.0004
C -5.45998 2.56282 1.76520  0.0004
C -4.26868 1.91145 2.05504  0.0024
C -0.80132 1.57654 1.14471  -0.0149
C -1.17523 2.57307 0.24225  -0.0007
C -0.48061 3.77192 0.17341  0.0080
C 0.60402 3.99546 1.01397  0.0031
C 0.98805 3.01588 1.91821  -0.0005
C 0.28675 1.81837 1.98154  0.0111
H -3.10206 -1.93758 5.42714  0.0000
H -3.38293 -2.36591 3.72510  -0.0005
H -4.19341 -0.96038 4.43174  -0.0001
H -1.47819 0.68936 6.17280  0.0000
H -2.49238 1.67928 5.11433  0.0000
H -0.73741 1.70645 4.92434  0.0001
H -0.09639 -2.03530 5.00209  -0.0001
H 0.78901 -0.95938 3.92074  -0.0003
H -0.15207 -2.30109 3.24460  0.0025
H -4.09652 -0.13372 -0.63092  -0.0014
H -6.19703 1.04478 -1.17022  0.0000
H -7.08313 2.76450 0.37608  0.0001
H -5.84751 3.31137 2.44549  0.0000
H -3.72716 2.17520 2.96010  0.0004
H -2.04277 2.42176 -0.39151  -0.0131
H -0.78233 4.53547 -0.53313  -0.0003
H 1.14264 4.93441 0.96812  0.0002
H 1.82997 3.18584 2.57977  -0.0001
H 0.59315 1.06424 2.69928  0.0029

The multiplicity is 2. Its net charge is 0. As for the calculated total energy: -188909.134 eV. The orbital gap (spin up / spin down) comes out at 6.54 / 7.12 eV. The maximum force comes out at 0.8 eV Å⁻¹. For the HOMO energy (spin up / spin down), the calculation gives -6.07 / -7.37 eV.


Record 2
This record from OMol25 describes C48H55CrF5N5O as an isolated structure. The level of theory is wB97M-V/def2-TZVPD.

Each line ends with the Mulliken spin population.
Positions of all 115 atoms, in Å:
Cr 0.21696 -0.21694 0.19469  3.1996
C 2.24977 -1.41303 -5.56637  -0.0012
C 1.78850 0.01242 -5.23587  -0.0017
C 0.87131 0.05681 -4.05500  -0.0266
C -0.48116 0.10756 -4.04399  0.0171
C -1.41902 0.10964 -5.21092  -0.0059
C -1.94121 -1.29796 -5.53500  0.0033
C -0.89522 0.05241 -2.64922  -0.0252
N 0.21416 -0.00024 -1.84068  0.0253
C 1.30681 -0.00990 -2.66350  0.1218
C 2.61390 -0.07612 -2.25506  0.0330
C 3.06403 -0.08468 -0.91515  0.1449
C 4.42652 -0.05394 -0.50795  0.0459
C 5.60564 -0.06321 -1.43155  0.0068
C 5.94083 1.32604 -1.99117  0.0105
C 4.42408 0.03768 0.87268  0.0389
C 3.06047 0.05158 1.27409  0.1442
C 2.60702 0.18795 2.60546  0.0294
C 1.30650 0.15695 3.02359  0.0612
N 0.20828 -0.00607 2.21917  -0.0018
C -0.88296 -0.08461 3.04141  0.0087
C -2.18041 -0.25005 2.63810  0.1167
C -2.63876 -0.28689 1.29470  0.1077
N -1.82716 -0.22429 0.19897  -0.1172
C -2.64425 -0.13211 -0.89606  0.0697
C -2.19306 -0.00225 -2.23317  0.0899
C -4.00020 -0.16028 -0.49149  0.0373
C -3.99774 -0.26648 0.89453  0.0395
C -5.17046 -0.35573 1.82192  0.0028
C -5.41930 -1.77973 2.33570  0.0125
C -5.17916 -0.14971 -1.41563  0.0117
C -5.48662 -1.53767 -1.99405  0.0145
C -0.45658 0.03436 4.43214  0.0136
C 0.88567 0.19788 4.41958  -0.0269
C 1.81777 0.29454 5.58548  0.0032
C 2.41738 -1.06803 5.95832  -0.0009
C -1.36822 -0.06760 5.61432  -0.0039
C -1.73651 -1.51960 5.94911  0.0022
N 2.24836 -0.03483 0.17751  -0.1560
C 5.60104 0.12322 1.79608  0.0087
C 5.98328 1.56431 2.15767  0.0103
H 2.93139 -1.42157 -6.42086  0.0001
H 1.39264 -2.04711 -5.80310  0.0011
H 2.75997 -1.85867 -4.71079  -0.0014
H 1.28493 0.44010 -6.10600  0.0001
H 2.66342 0.63905 -5.04188  -0.0025
H -0.91127 0.51936 -6.08682  -0.0003
H -2.26574 0.76973 -5.00179  0.0018
H -1.11518 -1.95321 -5.81846  0.0007
H -2.66364 -1.27790 -6.35503  0.0001
H -2.41869 -1.73785 -4.65777  -0.0032
H 3.37410 -0.08036 -3.02744  0.0289
H 5.41690 -0.74700 -2.26431  0.0029
H 6.47807 -0.45656 -0.90269  0.0001
H 5.07954 1.74250 -2.51803  0.0015
H 6.78550 1.28559 -2.68537  -0.0008
H 6.19464 2.01359 -1.18151  -0.0018
H 3.36748 0.29693 3.36967  0.0211
H -2.93591 -0.29669 3.41377  0.0404
H -2.95599 0.04621 -3.00199  0.0302
H -6.06795 0.00228 1.31137  -0.0006
H -5.01823 0.30991 2.67754  0.0042
H -5.65357 -2.44894 1.50505  -0.0009
H -6.24945 -1.81035 3.04752  -0.0014
H -4.52577 -2.16855 2.82796  0.0012
H -5.00046 0.54835 -2.23944  0.0030
H -6.05888 0.22276 -0.88425  -0.0001
H -4.61118 -1.93126 -2.51512  -0.0021
H -6.32601 -1.50800 -2.69549  -0.0014
H -5.73249 -2.23602 -1.19130  -0.0009
H 1.28714 0.70498 6.44756  -0.0004
H 2.62419 0.99413 5.35277  -0.0032
H 1.62985 -1.76148 6.26003  0.0006
H 3.13082 -0.97675 6.78143  0.0001
H 2.92775 -1.50792 5.09988  -0.0019
H -2.28265 0.49959 5.41969  0.0005
H -0.89097 0.39471 6.48109  0.0001
H -2.20458 -2.00266 5.08965  -0.0018
H -2.42716 -1.56959 6.79480  -0.0002
H -0.84143 -2.09221 6.19976  0.0007
H 6.46046 -0.37108 1.33487  0.0002
H 5.38581 -0.43021 2.71429  0.0020
H 6.26521 2.12303 1.26242  -0.0018
H 6.82360 1.59183 2.85758  -0.0009
H 5.13585 2.08091 2.61398  0.0011
O 0.10392 1.97031 0.19965  0.0215
C -0.53038 2.98789 0.32262  -0.0089
C -1.99627 3.04089 0.61263  0.0152
C -2.71290 3.42023 -0.71957  0.0040
C -1.88659 3.27541 -2.01933  -0.0012
C -0.83752 4.36608 -2.30910  0.0002
C 0.42429 4.24467 -1.45650  0.0001
N 0.03903 4.20737 -0.03521  0.0015
H -2.18445 3.79589 1.38006  -0.0010
H -2.33472 2.07757 0.98828  -0.0025
H -3.10018 4.44209 -0.65742  -0.0009
H -3.57506 2.75835 -0.80919  -0.0004
H -2.59715 3.26796 -2.84858  0.0034
H -1.40549 2.29345 -2.03265  -0.0035
H -1.28574 5.35333 -2.13104  0.0000
H -0.55823 4.33123 -3.36578  0.0001
H 1.10488 5.07722 -1.63248  0.0000
H 0.95639 3.31839 -1.67418  0.0014
H -0.59629 4.96752 0.17383  -0.0004
F 1.37506 -2.51095 2.34997  0.0009
C 0.82617 -3.09433 1.26167  -0.0444
C 0.31210 -2.34529 0.20826  -0.0952
C -0.16909 -3.15677 -0.81503  -0.0440
F -0.73609 -2.64408 -1.92839  0.0010
C -0.15192 -4.54222 -0.81199  -0.0223
F -0.64660 -5.23940 -1.85153  -0.0007
C 0.36400 -5.21866 0.26922  0.0183
F 0.38673 -6.55897 0.29832  0.0008
C 0.85637 -4.47854 1.31898  -0.0207
F 1.37338 -5.11170 2.38783  -0.0007

The multiplicity is 5. Its net charge is -1. As for the calculated total energy: -102181.174 eV. The orbital gap (spin up / spin down) comes out at 4.57 / 5.54 eV. The maximum force comes out at 0.8 eV Å⁻¹. For the HOMO energy (spin up / spin down), the calculation gives -2.07 / -3.61 eV.


Record 3
This record from OMol25 describes a 2-piece molecular cluster, C4H13NO2 overall at a distorted geometry. The level of theory is wB97M-V/def2-TZVPD.

Each line ends with the Mulliken spin population.
Positions of all 20 atoms, in Å:
C -0.83193 -0.04350 -1.65365  0.0100
N -0.31403 -0.80522 -0.49163  0.7567
C -1.55387 0.37901 1.35257  0.1205
C -0.22486 -0.16645 0.83037  -0.0134
C 0.99057 0.81441 0.81602  0.0393
O 0.93322 1.82705 1.76612  0.0188
H -1.75184 0.46626 -1.38122  0.0420
H -0.94863 -0.81717 -2.41214  -0.0009
H -0.08658 0.65005 -2.03160  0.0177
H -0.76110 -1.71219 -0.31664  -0.0140
H -2.13061 0.86146 0.56474  -0.0048
H -1.41356 0.99316 2.23098  0.0062
H -2.18061 -0.47443 1.62329  -0.0058
H 0.08956 -0.97836 1.49615  -0.0002
H 1.92763 0.24908 0.85952  0.0025
H 0.99023 1.31588 -0.15476  -0.0006
H 0.91792 1.46494 2.66034  -0.0009
H 1.63884 -1.18953 -1.29582  -0.0003
H 2.26484 -1.40219 -2.70540  -0.0018
O 2.44482 -1.43226 -1.75723  0.0291

The multiplicity is 2. Its net charge is +1. As for the calculated total energy: -9934.258 eV. The orbital gap (spin up / spin down) comes out at 11.70 / 6.24 eV. The maximum force comes out at 3.6 eV Å⁻¹. For the HOMO energy (spin up / spin down), the calculation gives -15.07 / -14.99 eV.


Record 4
This record from OMol25 describes B5CaF16H4 as an isolated structure at a distorted geometry. The level of theory is wB97M-V/def2-TZVPD.

Each line ends with the Löwdin charge.
Positions of all 26 atoms, in Å:
Ca 7.21986 -16.41670 7.99537  1.5240
B 4.78691 -16.41799 8.34630  -0.4430
H 3.64493 -16.51321 8.54554  -0.0437
H 5.21519 -15.47261 8.80581  -0.0580
H 5.34454 -17.15826 9.00129  -0.0570
H 5.14059 -16.44861 7.27478  -0.0633
B 10.58943 -16.91304 7.68983  -1.1998
F 9.41491 -16.22504 8.12307  -0.0028
F 10.23832 -18.27664 7.51287  0.0869
F 10.97224 -16.41754 6.41889  0.0779
F 11.61740 -16.75563 8.61341  0.1055
B 7.38149 -15.24167 5.26272  -1.2625
F 7.73495 -14.54082 6.43309  0.0702
F 8.48559 -15.21349 4.38078  0.0886
F 7.02077 -16.48899 5.72472  0.0643
F 6.33783 -14.52825 4.62796  0.0780
B 7.01430 -19.47902 8.56031  -1.2569
F 7.69637 -18.64798 9.50196  0.0595
F 7.88843 -20.51396 8.13707  0.0728
F 5.91285 -20.01103 9.21814  0.1128
F 6.81300 -18.61307 7.48841  0.0363
B 7.69363 -14.69515 10.43474  -1.2652
F 6.42605 -14.31122 10.94916  0.0695
F 7.99931 -16.01861 10.70238  0.1327
F 7.53041 -14.55714 9.03636  -0.0227
F 8.67293 -13.85225 10.97605  0.0959

Its net charge is -3. As for the calculated total energy: -65394.266 eV. The orbital gap comes out at 8.47 eV. The maximum force comes out at 2.4 eV Å⁻¹. For the HOMO energy, the calculation gives -0.73 eV.


Record 5
This record from OMol25 describes C9H21N6O4PSTi as an isolated structure at a distorted geometry. The level of theory is wB97M-V/def2-TZVPD.

Each line ends with the Mulliken spin population.
Positions of all 43 atoms, in Å:
Ti 0.36745 -0.17114 -0.37298  0.9815
C -0.81079 -4.60750 -1.06237  0.0005
O 0.40409 -4.02022 -1.61128  -0.0006
C 0.63108 -2.76695 -1.49461  0.0094
O -0.15830 -1.92000 -0.96933  0.0121
N 1.80488 -2.35283 -1.97579  -0.0006
N 2.06391 -0.98001 -1.87980  0.0026
H -0.70764 -5.67061 -1.24202  0.0001
H -1.68397 -4.21695 -1.57813  0.0001
H -0.87294 -4.40594 0.00404  -0.0002
H 2.42884 -2.99340 -2.44938  0.0008
H 2.09385 -0.56427 -2.80846  -0.0002
H 2.97076 -0.82810 -1.44936  -0.0013
C -1.41149 -1.93766 2.14845  0.0077
C -0.06113 -1.39166 2.47447  0.0036
C 0.51060 -1.52361 3.72969  -0.0017
C 1.74640 -0.93678 3.95980  0.0054
N 2.36547 -0.19477 3.03316  -0.0045
C 1.78100 -0.10951 1.87554  0.0235
S 2.39074 0.85068 0.54359  -0.0274
N 0.62053 -0.72045 1.51211  -0.0065
H -2.16334 -1.35733 2.68801  0.0016
H -1.51376 -2.97106 2.47733  0.0005
H -1.62446 -1.87007 1.08481  -0.0055
H -0.00082 -2.06384 4.51389  0.0004
H 2.26427 -1.05054 4.90479  0.0002
N 1.63631 3.90424 -0.07609  0.0001
C 0.15734 3.82135 -0.06352  -0.0013
P -0.60587 2.27717 -0.79681  -0.0026
O -1.06644 1.27065 0.24390  0.0014
O 0.25551 1.52082 -1.78000  -0.0005
C -2.09387 3.04996 -1.60593  0.0014
N -3.04917 2.01103 -2.10071  0.0000
H 2.00942 3.91447 -1.02786  0.0000
H 2.05631 3.06239 0.40110  -0.0004
H 1.96320 4.75395 0.39224  0.0002
H -0.23609 4.67181 -0.62295  -0.0002
H -0.19883 3.89937 0.96393  0.0001
H -1.77697 3.67325 -2.44184  0.0002
H -2.61229 3.67271 -0.87538  0.0000
H -3.92852 2.43573 -2.41332  0.0001
H -3.27937 1.34381 -1.35828  -0.0002
H -2.66594 1.49183 -2.89465  0.0001

The multiplicity is 2. Its net charge is +3. As for the calculated total energy: -70022.801 eV. The orbital gap (spin up / spin down) comes out at 8.45 / 8.69 eV. The maximum force comes out at 2.2 eV Å⁻¹. For the HOMO energy (spin up / spin down), the calculation gives -17.45 / -17.46 eV.